C51H54N6O3PtSeTe as an isolated structure, computed with the ωB97M-V functional and the def2-TZVPD basis.

Structure (XYZ):
```
117
Properties=species:S:1:pos:R:3:forces:R:3:lowdin_charge:R:1
Pt 0.17579 -0.27984 0.97392 0.0586 -0.8233 -0.9265 1.00
C 0.50376 -0.93066 5.13635 -0.0927 -0.0569 0.0407 -0.08
C 1.26627 -1.38993 3.89929 0.0855 -0.0862 -0.0599 -0.22
C 0.99630 -2.82157 3.51309 -0.0087 -0.0192 0.0355 -0.16
C 1.62508 -3.82107 4.25465 0.0077 0.0654 -0.0059 -0.04
C 1.44507 -5.16149 3.97443 -0.0219 -0.0288 -0.0316 -0.07
C 0.62878 -5.52825 2.91761 -0.0191 0.0123 0.0205 -0.05
C -0.02044 -4.57204 2.14580 0.0589 0.0187 0.0797 -0.17
C -0.78195 -5.04099 0.93013 -0.0452 0.0065 -0.0103 -0.21
C 0.15448 -5.24851 -0.26080 0.0232 0.0107 -0.0157 -0.09
C 0.14933 -3.21381 2.46844 0.2323 -0.1318 -0.1327 -0.17
N -0.54614 -2.27439 1.62318 0.2954 0.7734 0.5449 -0.04
C -1.80561 -2.15894 1.87640 -0.3361 -0.2347 0.2654 -0.13
C -2.81182 -1.53362 1.09681 -0.3473 0.2611 -0.0538 -0.36
C -3.98179 -1.01732 1.64200 0.0831 0.0149 -0.1757 -0.03
C -4.63602 -0.29912 0.63044 -0.0351 0.0078 0.0182 -0.06
C -3.85914 -0.41793 -0.50432 -0.0596 -0.0007 0.0233 -0.16
N -2.75722 -1.16222 -0.23481 -0.0277 0.0576 -0.0451 -0.35
H 0.72500 0.11592 5.34656 -0.0125 -0.0001 -0.0072 0.08
H 0.77256 -1.53220 6.00717 0.0214 0.0246 0.0024 0.07
H -0.57669 -1.03556 4.99932 0.0295 0.0099 -0.0089 0.06
H 2.33958 -1.27235 4.06850 -0.0121 -0.0305 0.0712 0.12
H 1.04970 -0.72441 3.06736 -0.0409 0.2174 -0.0141 0.03
H 2.27554 -3.52014 5.06846 -0.0052 -0.0049 -0.0134 0.12
H 1.94768 -5.91611 4.56588 -0.0112 0.0059 -0.0030 0.10
H 0.49389 -6.57547 2.66988 0.0051 0.0102 0.0101 0.12
H -1.55656 -4.33218 0.64334 0.0106 -0.0127 0.0127 0.05
H -1.29186 -5.97615 1.17286 0.0284 -0.0141 -0.0150 0.12
H 0.66756 -4.31654 -0.50623 -0.0091 0.0024 -0.0029 0.06
H -0.39831 -5.57542 -1.14379 -0.0025 0.0047 0.0086 0.07
H 0.91468 -5.99716 -0.03123 -0.0116 0.0024 0.0029 0.08
H -2.19429 -2.57604 2.81022 0.0329 -0.2043 -0.0354 0.16
H -4.27240 -1.09932 2.67814 0.0079 -0.0270 -0.0194 0.12
H -5.55785 0.25171 0.71252 0.0078 0.0025 -0.0101 0.10
H -4.03040 -0.04608 -1.50255 -0.0008 -0.0060 0.0130 0.12
C 1.96023 4.42349 -5.21146 0.0016 -0.0061 0.0088 -0.08
O 1.86141 3.88076 -3.90773 -0.0002 0.0048 -0.0426 -0.09
C 1.90358 4.75966 -2.86358 0.0003 -0.0020 0.0156 -0.22
C 2.03189 6.13459 -2.98713 0.0010 -0.0092 0.0017 -0.02
C 2.07856 6.92337 -1.84156 0.0012 0.0356 0.0159 -0.08
C 2.02343 6.34886 -0.58393 0.0039 0.0017 0.0048 -0.07
C 1.92165 4.96934 -0.45436 0.0106 -0.0018 -0.0342 -0.02
C 1.83320 4.18118 -1.59123 0.0149 -0.0356 0.0054 -0.16
N 1.72989 2.77300 -1.50600 0.0464 0.0986 0.0224 0.18
C 0.92307 2.11373 -0.63890 0.0741 -0.0859 -0.0543 -0.38
N -0.16635 2.76270 -0.20346 -0.0925 0.0664 0.0650 0.18
C -0.91036 2.46389 0.94818 0.2137 -0.0657 0.0262 -0.21
C -0.84904 1.25726 1.62037 -0.2134 -0.0472 -0.0176 -0.27
C -1.55456 1.11929 2.81787 0.0667 -0.1404 -0.0741 -0.13
C -2.31743 2.15385 3.31040 -0.0104 0.0434 0.0629 -0.07
C -2.40267 3.36285 2.62310 -0.0288 -0.0211 -0.0003 -0.02
C -1.69574 3.51292 1.44951 0.0245 0.0574 0.0074 -0.22
O -1.65559 4.65280 0.69694 -0.0692 0.0098 0.0013 -0.10
C -2.33239 5.78981 1.19986 0.0150 0.0017 0.0058 -0.07
N 1.16018 0.87895 -0.28400 0.0523 0.2610 0.1370 -0.06
C 2.32805 0.17734 -0.68990 -0.0636 -0.0712 -0.0034 -0.23
C 3.26583 -0.19462 0.26580 -0.0534 0.0557 0.0088 -0.03
C 4.35245 -0.98031 -0.09327 0.0183 -0.0202 0.0045 -0.07
C 4.50086 -1.38651 -1.40799 0.0406 -0.0106 0.0540 -0.07
C 3.57690 -1.01319 -2.37762 -0.0592 0.0164 -0.0340 -0.02
C 2.48334 -0.23639 -2.02126 0.0418 -0.0158 -0.0175 -0.24
O 1.52523 0.19271 -2.89234 0.0148 -0.0095 -0.0308 -0.12
C 1.74209 -0.03832 -4.27306 -0.0185 -0.0187 0.0027 -0.07
H 1.90532 3.58105 -5.89566 0.0026 -0.0030 -0.0026 0.09
H 2.91026 4.94446 -5.35346 -0.0023 -0.0005 0.0032 0.10
H 1.13571 5.11005 -5.41851 -0.0015 -0.0013 0.0048 0.10
H 2.09601 6.59930 -3.96033 -0.0083 -0.0041 0.0056 0.10
H 2.17443 7.99667 -1.94570 0.0005 -0.0117 -0.0003 0.10
H 2.08904 6.96206 0.30490 0.0028 0.0002 -0.0102 0.11
H 1.94012 4.48710 0.52303 -0.0316 0.0302 -0.0337 0.04
H 2.23734 2.22477 -2.17966 -0.0319 -0.0209 0.0175 0.14
H -0.27752 3.70925 -0.53673 -0.0140 0.0165 0.0231 0.14
H -1.46845 0.19575 3.37819 -0.0376 0.0402 -0.0069 0.08
H -2.83852 2.03934 4.25221 -0.0085 -0.0072 -0.0064 0.11
H -2.99250 4.17392 3.02322 0.0058 -0.0011 0.0057 0.10
H -2.17114 6.58313 0.47556 0.0126 0.0039 -0.0019 0.09
H -1.92506 6.09006 2.16782 0.0051 -0.0115 0.0028 0.10
H -3.40410 5.59997 1.29746 -0.0007 -0.0025 -0.0082 0.09
H 3.12905 0.19464 1.27169 0.0086 -0.0160 -0.0169 0.05
H 5.08201 -1.25977 0.65475 0.0055 -0.0031 -0.0154 0.11
H 5.34742 -1.99695 -1.69589 -0.0110 0.0064 0.0020 0.11
H 3.70928 -1.33720 -3.39963 0.0183 -0.0023 -0.0038 0.10
H 0.92033 0.44978 -4.78999 -0.0113 -0.0050 0.0021 0.10
H 1.73650 -1.10634 -4.50633 -0.0054 -0.0056 0.0072 0.09
H 2.68924 0.39588 -4.60392 0.0028 0.0033 0.0148 0.10
C -5.56874 -5.07008 -5.50469 0.0022 -0.0060 -0.0307 -0.05
C -4.63487 -4.33676 -4.58193 0.0365 0.0199 -0.0099 -0.26
C -3.53175 -3.65165 -5.07071 0.0027 -0.0294 -0.0058 -0.02
C -2.66927 -2.95793 -4.22923 -0.0773 -0.0021 0.0126 -0.33
C -1.48331 -2.24840 -4.82550 0.0997 0.0260 -0.0882 -0.12
C -2.92175 -2.95125 -2.85228 -0.0618 0.0450 -0.0169 -0.42
Te -1.51660 -1.84036 -1.71362 0.2095 0.1148 0.2663 1.49
C -3.99859 -3.67425 -2.32553 0.0282 -0.0076 0.0314 -0.28
C -4.26876 -3.78192 -0.85011 0.0521 -0.0125 0.0060 -0.04
C -4.84062 -4.34136 -3.20930 -0.0135 -0.0126 0.0533 -0.01
H -5.21270 -5.03205 -6.53380 -0.0094 -0.0030 0.0101 0.07
H -6.56926 -4.63450 -5.47942 0.0096 0.0044 0.0133 0.08
H -5.66185 -6.11880 -5.21829 -0.0004 0.0080 0.0096 0.08
H -3.33008 -3.65821 -6.13693 -0.0009 0.0007 0.0154 0.12
H -1.37695 -2.50724 -5.87858 -0.0270 0.0324 -0.0026 0.08
H -0.54245 -2.53111 -4.34186 -0.0207 -0.0113 0.0199 0.05
H -1.57910 -1.16221 -4.74533 -0.0093 -0.0242 0.0262 0.07
H -3.34319 -3.93460 -0.29202 -0.0513 0.0026 -0.0517 0.05
H -4.92519 -4.62757 -0.64919 -0.0126 0.0061 -0.0007 0.09
H -4.74384 -2.88379 -0.45028 -0.0032 -0.0183 -0.0225 0.07
H -5.67788 -4.89744 -2.79947 0.0029 -0.0027 -0.0150 0.12
Se 2.13998 2.57844 2.53033 -0.0567 -0.0865 0.0746 0.62
C 3.52509 3.08911 3.70747 0.1511 0.0302 0.0561 -0.73
C 3.48820 4.27204 4.45410 -0.0393 0.0242 -0.0067 -0.15
C 4.52270 4.58373 5.31907 0.0052 -0.0098 -0.0109 -0.19
N 5.60161 3.82322 5.51393 -0.0047 -0.0082 -0.0102 0.02
C 5.64268 2.69572 4.80127 -0.0173 0.0169 -0.0012 -0.19
C 4.66176 2.29652 3.91098 0.0037 -0.0220 -0.0042 -0.15
H 2.64445 4.94428 4.36123 -0.0066 -0.0170 -0.0108 0.08
H 4.47894 5.50519 5.89379 0.0167 -0.0168 0.0006 0.09
H 6.51759 2.06789 4.94999 -0.0054 0.0257 0.0109 0.09
H 4.77870 1.36466 3.37068 -0.0247 0.0093 -0.0044 0.08
```
Forces are in eV/Å.

Output
relative energy (zero: lowest compared OMol25 entry of this formula, charge and spin)	16.23	kcal/mol
LUMO energy	-0.50	eV
electronic energy	-5318.76610	Ha